1.
A 2-piece molecular cluster, C27H29NO2 overall, computed with ωB97M-V/def2-TZVPD.

Structure (XYZ):
```
59
Properties=species:S:1:pos:R:3:nbo_charge:R:1
C -5.60070 -0.00432 3.16444 -0.598
C -5.10670 -0.73005 1.89718 -0.081
C -5.65975 -2.16964 1.90200 -0.606
C -5.62117 -0.00451 0.63872 -0.597
C -3.57308 -0.72366 1.87836 -0.022
C -2.81836 -1.89905 1.87011 -0.228
C -1.45266 -1.87548 1.84387 -0.323
C -0.73891 -0.64241 1.82479 0.357
O 0.49933 -0.61000 1.80756 -0.731
C -1.52194 0.54833 1.82893 -0.306
C -2.88648 0.49130 1.85715 -0.238
H -5.26560 1.03181 3.18293 0.205
H -6.68859 0.00107 3.22080 0.195
H -5.22110 -0.49356 4.06129 0.211
H -5.33513 -2.71495 1.01598 0.206
H -5.32446 -2.71438 2.78450 0.209
H -6.74892 -2.17483 1.90854 0.202
H -5.25076 -0.49240 -0.26262 0.204
H -6.70954 -0.00173 0.59724 0.196
H -5.28776 1.03209 0.61705 0.204
H -3.31749 -2.84972 1.88808 0.195
H -0.87671 -2.78249 1.84178 0.197
H -1.00193 1.48799 1.81126 0.196
H -3.44998 1.40629 1.86600 0.190
C 7.85142 -0.93008 1.36400 -0.255
O 7.17874 -1.91854 0.61931 -0.478
C 5.86760 -1.60106 0.27602 0.350
C 5.25287 -0.37310 0.56704 -0.334
C 3.97609 -0.11185 0.15390 -0.064
C 3.22399 -1.07464 -0.55734 -0.167
C 1.93915 -0.77958 -1.09635 0.104
C 1.57058 0.49063 -1.60154 -0.187
C 0.26774 0.90356 -2.07783 0.007
C -0.99731 0.30667 -2.03635 -0.181
C -2.06223 0.97062 -2.60017 -0.204
C -1.88996 2.21728 -3.21037 -0.196
C -0.65484 2.81822 -3.26172 -0.232
C 0.43139 2.16411 -2.68202 0.118
N 1.78485 2.52178 -2.57038 -0.307
C 2.41669 3.72354 -3.10352 -0.406
C 2.45718 1.52478 -1.92282 0.099
C 3.82493 -2.33153 -0.78889 -0.128
C 5.11641 -2.56831 -0.41206 -0.252
H 8.85413 -1.29137 1.59228 0.206
H 7.93374 -0.00984 0.78542 0.175
H 7.32273 -0.74306 2.29884 0.183
H 5.79291 0.37079 1.12312 0.227
H 3.50332 0.82277 0.40497 0.221
H 1.26333 -1.59995 -1.27278 0.227
H -1.12213 -0.65020 -1.56177 0.236
H -3.04136 0.51967 -2.57825 0.225
H -2.74089 2.71340 -3.64667 0.220
H -0.51010 3.76457 -3.74971 0.212
H 1.69074 4.36856 -3.59103 0.226
H 2.88838 4.27882 -2.29561 0.218
H 3.18025 3.44703 -3.82805 0.215
H 3.52503 1.51277 -1.78646 0.230
H 3.26632 -3.07738 -1.32718 0.221
H 5.59676 -3.49473 -0.67199 0.231
```

Calculated values
- LUMO (eV) = -2.0
- frontier orbital gap (eV) = 3.264

2.
C27H30Cl5N9O2S2Zr as an isolated structure, computed with ωB97M-V/def2-TZVPD.

Structure (XYZ):
```
76
Properties=species:S:1:pos:R:3:lowdin_charge:R:1
Zr 0.77529 -0.65376 0.02333 1.763
N -1.77409 3.66127 2.53892 0.115
C -2.12624 3.21701 3.78509 -0.046
C -1.91800 1.86929 3.76637 -0.098
N -1.44172 1.48061 2.54046 0.135
C -1.36076 2.57164 1.82489 -0.269
C -0.93167 2.67274 0.43037 -0.250
N -0.11932 1.89050 -0.26495 0.044
C -0.06085 2.45254 -1.52975 -0.125
C -0.81605 3.57444 -1.58866 -0.039
N -1.36128 3.69932 -0.33720 0.133
H -1.77100 4.62958 2.26300 0.159
H -2.47732 3.88026 4.55587 0.126
H -2.09004 1.16364 4.56298 0.102
H 0.56792 2.07973 -2.32012 0.088
H -1.01343 4.26673 -2.38714 0.132
H -2.02679 4.40507 -0.06595 0.166
C 3.30367 -1.80900 2.56281 -0.075
N 3.00007 -1.85351 1.11370 -0.297
C 4.20438 -1.34493 0.41252 -0.090
C 2.84492 -3.28554 0.79265 -0.194
C 2.43001 -3.50080 -0.62697 -0.186
N 1.10263 -2.91588 -0.95911 -0.309
C 0.92146 -3.26166 -2.40097 -0.055
C 0.05443 -3.65609 -0.20109 -0.079
H 4.14483 -2.47660 2.77124 0.113
H 2.44094 -2.13486 3.13993 0.097
H 3.59013 -0.80548 2.86552 0.073
H 5.07036 -1.97436 0.64129 0.112
H 4.42124 -0.33367 0.74797 0.065
H 4.06273 -1.33910 -0.66525 0.065
H 2.12118 -3.71627 1.48505 0.127
H 3.79242 -3.80953 0.96214 0.144
H 2.38479 -4.57650 -0.82225 0.143
H 3.16093 -3.08520 -1.31903 0.123
H 1.03021 -4.34370 -2.50352 0.113
H 1.69620 -2.77707 -2.99284 0.096
H -0.05892 -2.98354 -2.76446 0.063
H 0.16213 -4.73198 -0.36325 0.120
H -0.92895 -3.35761 -0.55577 0.075
H 0.12718 -3.45538 0.86913 0.048
Cl -1.69729 -2.20738 2.47140 0.745
C -0.43657 -1.18554 3.07788 -0.705
C 0.44337 -0.57754 2.19161 -0.403
C 1.32497 0.31854 2.74742 -0.721
Cl 2.27597 1.18388 1.54025 0.771
C 1.45652 0.60714 4.08618 -0.723
Cl 2.61861 1.73626 4.63521 0.756
C 0.59300 -0.06068 4.95616 -0.702
Cl 0.69287 0.23946 6.63202 0.765
C -0.37015 -0.94561 4.45202 -0.725
Cl -1.47178 -1.69849 5.52122 0.747
N -5.57792 3.25674 -2.95174 0.143
C -4.61865 2.31804 -2.74544 -0.297
C -3.80764 1.88116 -3.81044 -0.005
C -2.82866 0.94044 -3.60616 -0.045
C -2.63408 0.42787 -2.32190 -0.325
C -3.42213 0.84603 -1.24741 -0.052
C -4.39979 1.78917 -1.45955 -0.011
S -1.50223 -0.84267 -2.08902 0.691
O -2.07421 -2.13210 -2.29762 -0.233
O -1.06743 -0.70086 -0.60419 -0.509
N -0.29196 -0.58675 -3.03171 -0.130
C 0.96007 -0.16643 -2.90960 -0.755
S 1.78218 0.30565 -4.34964 1.139
C 3.15455 0.82319 -3.43273 -0.342
C 2.95561 0.61357 -2.12856 -0.241
N 1.73881 0.00396 -1.80147 -0.172
H -5.83743 3.50532 -3.89052 0.114
H -6.27115 3.42399 -2.24345 0.112
H -3.97187 2.28060 -4.80323 0.124
H -2.21787 0.59847 -4.43086 0.123
H -3.27083 0.43413 -0.25746 0.122
H -5.02367 2.11349 -0.63573 0.122
H 4.01951 1.25345 -3.91063 0.089
H 3.64366 0.87120 -1.33923 0.104
```

Calculated values
- LUMO (eV) = -6.2
- net charge = +2
- frontier orbital gap (eV) = 6.934

3.
C27H30CoN11 as an isolated structure, computed with ωB97M-V/def2-TZVPD.

Structure (XYZ):
```
69
Properties=species:S:1:pos:R:3:mulliken_spin:R:1
Co -0.09305 0.06879 -0.24785 1.073
C -2.54008 0.05211 2.16842 0.004
N -2.55562 -0.56578 0.87357 0.000
C -2.75272 -1.97332 0.70386 0.000
C -1.95839 -2.39628 -0.50379 0.014
N -1.20284 -1.59144 -1.20939 0.001
C -0.66826 -2.39493 -2.23030 0.016
C 0.18283 -2.05624 -3.28226 -0.014
C 0.54152 -3.06389 -4.15410 -0.003
C 0.06882 -4.37941 -3.99729 0.000
C -0.77948 -4.72359 -2.96399 0.000
C -1.13035 -3.69768 -2.09259 -0.009
N -1.95088 -3.66946 -0.96908 0.001
C -1.80637 1.35254 1.99928 0.010
N -1.11601 1.64659 0.93140 0.024
C -0.67449 2.96089 1.13065 0.002
C 0.06165 3.79818 0.28891 -0.004
C 0.35947 5.06482 0.75329 0.000
C -0.07093 5.50212 2.01989 0.000
C -0.81920 4.69054 2.84869 -0.001
C -1.10876 3.41676 2.36998 -0.004
N -1.84263 2.36369 2.90463 0.001
H -2.00202 -0.58813 2.87367 -0.001
H -3.52936 0.25040 2.60234 0.000
H -3.07948 -0.02154 0.20310 -0.001
H -3.80209 -2.26451 0.56571 0.000
H -2.39412 -2.51044 1.58669 0.000
H 0.53305 -1.04061 -3.40721 0.002
H 1.19505 -2.83807 -4.98584 0.000
H 0.36970 -5.13754 -4.70783 0.000
H -1.15452 -5.73200 -2.85018 0.000
H -2.51679 -4.42671 -0.62586 0.000
H 0.35195 3.47008 -0.70210 0.002
H 0.91614 5.74584 0.12280 0.000
H 0.17496 6.50466 2.34348 0.000
H -1.16525 5.03578 3.81369 0.000
H -2.33153 2.35491 3.78293 0.000
C 3.21692 -2.78135 3.14711 0.000
N 1.81729 -2.49797 2.81847 0.000
C 0.98408 -3.68805 2.76806 0.000
C 1.48551 -1.46361 1.98533 0.007
N 0.61446 -1.49369 1.04244 -0.018
N 2.16251 -0.28524 2.26378 0.004
C 2.21196 0.86043 1.48057 -0.001
N 2.92909 1.86203 2.06717 0.001
N 1.60907 0.94954 0.35791 -0.002
H 3.28852 -3.14536 4.17041 0.000
H 3.83744 -1.89640 3.04926 0.000
H 3.61869 -3.54282 2.47340 0.000
H 1.13291 -4.25809 3.68259 0.000
H 1.23165 -4.33226 1.91661 0.000
H -0.06713 -3.40896 2.71294 0.000
H 0.27984 -2.43183 0.86304 0.001
H 2.55489 -0.21786 3.18765 0.000
H 3.66295 1.64053 2.71825 0.000
H 3.06192 2.70681 1.53601 0.000
H 1.76744 1.85240 -0.07695 0.001
N -0.09742 4.10393 -6.34688 0.000
C -0.10030 3.46250 -5.39351 0.002
C -0.09866 2.65389 -4.19263 -0.001
C -1.29578 2.35622 -3.54217 -0.005
C -1.27143 1.58696 -2.39099 -0.004
C -0.08054 1.09298 -1.84056 -0.071
C 1.09948 1.40673 -2.52364 -0.014
C 1.10032 2.17119 -3.68490 -0.006
H -2.22746 2.73269 -3.94452 0.000
H -2.21574 1.36823 -1.90208 -0.001
H 2.05210 1.03330 -2.15915 -0.008
H 2.02553 2.39603 -4.20033 0.000
```

Calculated values
- 2S+1 = 2
- LUMO (spin up / spin down) (eV) = -2.3 / -2.3
- net charge = +1
- frontier orbital gap (spin up / spin down) (eV) = 8.233 / 8.064

4.
C27H30N2PPd as an isolated structure, computed with ωB97M-V/def2-TZVPD.

Structure (XYZ):
```
61
Properties=species:S:1:pos:R:3:lowdin_charge:R:1
Pd -0.88479 0.33436 0.52753 0.849
C -2.47364 0.07175 2.17072 -0.219
C -1.67999 -1.12218 2.07216 -0.231
C -0.40033 -0.85194 2.68264 -0.177
C -0.40685 0.49691 3.16529 -0.092
C -1.69843 1.06311 2.88854 -0.144
C -2.23094 2.34331 3.37933 0.029
C 0.69370 1.11420 3.92293 0.050
C 0.68911 -1.82905 2.86886 0.020
C -2.09288 -2.45065 1.55813 0.014
C -3.89504 0.24463 1.79020 0.027
H -3.08296 2.15376 4.04141 0.131
H -2.62464 2.97288 2.57769 0.106
H -1.48873 2.91155 3.93160 0.098
H 0.81206 0.60022 4.88285 0.146
H 0.51975 2.16665 4.12318 0.101
H 1.64770 1.00523 3.40361 0.127
H 1.45376 -1.72456 2.08880 0.100
H 0.31254 -2.84821 2.83352 0.106
H 1.19009 -1.66386 3.82164 0.112
H -2.25848 -3.13520 2.39683 0.135
H -1.30502 -2.90034 0.94513 0.107
H -3.02063 -2.40686 0.99006 0.097
H -4.48399 0.49805 2.67685 0.127
H -4.31680 -0.65534 1.34970 0.099
H -4.03534 1.07547 1.08993 0.108
N 1.23765 1.27672 -1.62682 -0.090
P 1.06020 -0.23835 -0.86187 1.079
C 0.08124 -1.12013 -2.16986 -0.344
C 0.67820 -1.47073 -3.37652 -0.064
C -0.09027 -2.09867 -4.34424 -0.022
C -1.42751 -2.37447 -4.10863 -0.019
C -2.01178 -2.05390 -2.89095 -0.043
C -1.26681 -1.38663 -1.93260 -0.125
C 2.74559 -0.87130 -1.03362 -0.366
C 2.93557 -2.25683 -1.04550 -0.087
C 4.20606 -2.78211 -1.21182 -0.024
C 5.29903 -1.92773 -1.32481 -0.001
C 5.11216 -0.55090 -1.29225 -0.026
C 3.84843 -0.01479 -1.10412 -0.075
C 0.34883 2.30217 -1.49439 -0.346
C 0.50294 3.51707 -2.18381 0.040
C -0.43004 4.51425 -1.99437 0.009
C -1.51550 4.28404 -1.14924 -0.008
C -1.60398 3.06062 -0.51008 -0.113
N -0.68887 2.10699 -0.66502 -0.011
H 2.01563 1.43867 -2.26056 0.130
H 1.72637 -1.28515 -3.55865 0.119
H 0.37003 -2.36359 -5.28400 0.130
H -2.02846 -2.82093 -4.88888 0.131
H -3.03954 -2.31730 -2.69502 0.121
H -1.74312 -1.09520 -0.97802 0.060
H 2.08547 -2.91734 -0.93462 0.115
H 4.34973 -3.85116 -1.24613 0.128
H 6.29442 -2.33646 -1.42681 0.133
H 5.95697 0.11225 -1.41191 0.129
H 3.72988 1.05582 -1.00998 0.108
H 1.35048 3.66678 -2.83529 0.134
H -0.31488 5.47359 -2.47752 0.139
H -2.26933 5.03524 -0.98676 0.128
H -2.44404 2.82560 0.13555 0.102
```

Calculated values
- LUMO (spin up / spin down) (eV) = -12.8 / -12.7
- net charge = +3
- frontier orbital gap (spin up / spin down) (eV) = 4.450 / 4.623

| no. | electronic energy (eV) | maximum force (eV Å⁻¹) |
| --- | --- | --- |
| 1 | -34051.8658 | 3.09 |
| 2 | -131543.6835 | 1.29 |
| 3 | -82500.8959 | 1.34 |
| 4 | -44207.0900 | 3.09 |